ORCA calculation (the ωB97M-V functional and the def2-TZVPD basis) on a molecular structure, C4H5NO.

Values from the calculation:
Gap between HOMO and LUMO (eV): 10.017
Energy above the lowest of the compared OMol25 structures with the same formula, charge and spin (eV): 5.549

Element x y z (Å)
O: 0.3036 0.0139 2.0899
N: 0.8688 0.5418 -1.3131
C: 1.1477 0.4177 0.1115
C: -0.0415 0.2951 0.8950
C: -1.1279 -0.1786 -0.0034
C: 0.1645 -0.5535 -0.7394
H: -1.7222 -0.9987 0.3995
H: 0.4486 -1.5753 -0.9644
H: 0.2499 1.3206 -1.5334
H: -1.7385 0.5707 -0.5097
H: 1.4471 0.1463 1.5673



ORCA calculation (the ωB97M-V functional and the def2-TZVPD basis) on a molecular structure, C35H30IrN2O5PS.

Values from the calculation:
Gap between HOMO and LUMO (eV): 6.830
Energy above the lowest of the compared OMol25 structures with the same formula, charge and spin (eV): 0.073

Element x y z (Å)
Ir: -0.6985 0.4216 -1.2935
S: 1.3454 0.5938 -2.4797
P: 0.1946 -1.2730 -0.2161
O: -0.4430 1.4952 0.4322
O: -1.3162 -0.3325 -3.0268
O: -1.6345 -1.9770 -5.2053
O: 5.9080 3.7173 1.5528
O: 7.1949 2.7632 0.0379
N: -2.7094 1.1327 0.6698
N: -2.5524 0.4987 -0.5559
C: 0.6244 -2.6107 -1.3555
C: -0.8098 -2.3768 2.2190
C: -3.6081 0.0372 -1.1277
C: -0.8400 -0.8908 -5.6873
C: -1.3143 3.3747 4.9513
C: -3.8473 -2.3674 -4.5822
C: 1.6621 -0.8965 0.7621
C: 2.6480 1.3625 -1.5895
C: -3.0125 -3.3354 2.3675
C: -0.3321 2.8833 2.8139
C: -1.0235 -2.0689 0.8787
C: 4.8556 2.4777 -0.2576
C: -2.4966 -0.8994 -3.1955
C: 2.4636 2.1908 -0.4843
C: -3.2254 -3.0526 1.0243
C: 5.0367 1.6770 -1.3849
C: 2.7291 0.2319 2.6063
C: -2.5643 2.1317 3.3157
C: 1.5837 -0.0847 1.8956
C: -3.6173 -0.7358 -2.3443
C: -0.2453 3.4622 4.0708
C: -1.5645 1.5805 1.0925
C: -4.9440 -2.2103 -3.7332
C: -2.4725 2.7088 4.5716
C: 6.0814 2.9830 0.4268
C: -2.6543 -1.7205 -4.3416
C: 3.9656 -0.2357 2.1811
C: 4.0545 -1.0199 1.0417
C: 3.5562 2.7319 0.1709
C: -1.8050 -3.0032 2.9588
C: -2.2377 -2.4253 0.2867
C: 3.9540 1.1261 -2.0377
C: 2.9085 -1.3478 0.3332
C: -4.8301 -1.3903 -2.6405
C: -1.4928 2.2174 2.4305
H: -1.4609 -0.0126 -5.8763
H: -0.0507 -0.6252 -4.9892
H: -2.4198 -2.2019 -0.7590
H: 0.4958 2.9418 2.1198
H: 2.9946 -1.9405 -0.5677
H: 5.0186 -1.3648 0.6920
H: -3.4583 1.6082 3.0068
H: 2.6537 0.8567 3.4875
H: -4.5513 0.2067 -0.6159
H: -5.8727 -2.7218 -3.9451
H: -3.9029 -2.9997 -5.4589
H: 1.4642 2.3956 -0.1302
H: 0.6562 3.9854 4.3630
H: 0.6345 0.3195 2.2162
H: 1.3234 -2.2476 -2.1051
H: -5.6717 -1.2425 -1.9746
H: 6.0462 1.4863 -1.7234
H: -3.7858 -3.8207 2.9487
H: -0.4140 -1.2399 -6.6255
H: -0.2920 -2.9223 -1.8566
H: 4.8628 0.0236 2.7289
H: 0.1328 -2.1506 2.6923
H: -4.1613 -3.3188 0.5504
H: 1.0381 -3.4539 -0.8011
H: 4.9697 3.8148 1.7467
H: -3.3060 2.6380 5.2581
H: 4.1065 0.4892 -2.9003
H: -1.6280 -3.2343 4.0010
H: 3.3493 3.3608 1.0318
H: -1.2459 3.8258 5.9329